Computed, not measured: a 8-piece molecular cluster, C25H51B3Cl16O5 overall in a non-equilibrium geometry, with ωB97M-V/def2-TZVPD.

Last column: Löwdin charge in e.
Positions of all 100 atoms, in Å:
C -2.760 2.131 -2.688  -0.146
C -1.535 1.619 -1.681  -0.237
C -1.788 0.081 -1.109  -0.176
C -2.679 0.287 0.291  -0.081
B -2.758 -1.080 1.208  -0.408
O -4.030 -1.601 1.762  0.129
B -3.823 -2.236 3.078  -0.193
O -2.521 -2.503 3.727  -0.171
B -1.394 -1.896 2.991  -0.658
C -0.054 -1.381 3.793  -0.109
C -0.327 -0.255 4.953  -0.191
C -1.260 1.012 4.491  -0.152
C -0.694 1.865 3.211  -0.207
O 0.423 2.775 3.510  -0.130
C 1.211 2.789 2.233  -0.132
O 1.159 3.786 1.343  -0.036
O -1.509 -1.816 1.492  0.125
H -3.599 1.287 -2.692  0.065
H -3.186 3.180 -2.332  0.002
H -2.342 2.308 -3.786  0.075
H -0.469 1.729 -2.177  0.057
H -1.534 2.380 -0.763  0.075
H -2.336 -0.612 -1.889  0.121
H -0.745 -0.383 -0.762  0.120
H -3.735 0.746 0.072  0.090
H -2.080 1.087 0.915  0.088
H -4.793 -2.550 3.704  0.105
H 0.385 -2.336 4.354  0.116
H 0.777 -1.066 3.015  0.106
H -0.798 -0.719 5.922  0.125
H 0.742 0.195 5.239  0.123
H -1.385 1.704 5.453  0.132
H -2.366 0.676 4.212  0.131
H -0.290 1.099 2.396  0.124
H -1.622 2.415 2.701  0.141
H 1.847 1.822 2.029  0.077
Cl 3.458 0.083 1.621  0.577
C 4.512 0.680 2.928  -0.668
C 5.679 -0.257 3.196  -0.705
Cl 5.153 -1.797 3.921  0.541
H 3.897 0.823 3.822  0.075
H 4.886 1.658 2.612  -0.056
H 6.372 0.205 3.905  0.076
H 6.233 -0.485 2.280  -0.027
Cl 2.113 -0.516 -3.515  0.541
C 3.166 0.784 -4.128  -0.684
C 2.797 2.141 -3.549  -0.627
Cl 1.226 2.725 -4.152  0.593
H 3.106 0.782 -5.220  -0.031
H 4.189 0.524 -3.842  0.075
H 3.544 2.885 -3.842  0.073
H 2.753 2.115 -2.456  0.070
Cl -1.334 -4.095 3.331  1.001
C -0.842 -5.704 2.747  -0.578
C -1.297 -6.816 3.679  -0.706
Cl -0.428 -6.788 5.234  0.543
H 0.245 -5.702 2.623  0.059
H -1.297 -5.836 1.761  0.066
H -1.096 -7.790 3.223  -0.057
H -2.370 -6.754 3.888  0.071
Cl -5.897 3.386 -1.786  0.548
C -6.696 2.150 -2.789  -0.650
C -7.466 1.141 -1.952  -0.658
Cl -6.385 0.093 -0.999  0.565
H -5.931 1.664 -3.403  0.061
H -7.382 2.679 -3.457  0.072
H -8.048 0.483 -2.604  0.071
H -8.157 1.634 -1.261  0.069
Cl 1.805 4.073 -8.785  0.539
C 1.599 2.304 -8.728  -0.658
C 2.060 1.715 -7.404  -0.660
Cl 3.828 1.813 -7.203  0.581
H 2.145 1.872 -9.573  0.069
H 0.534 2.104 -8.872  0.074
H 1.796 0.655 -7.357  0.084
H 1.593 2.221 -6.553  -0.004
Cl -2.110 -9.440 2.121  0.626
C -1.634 -9.496 0.405  -0.627
C -0.123 -9.496 0.229  -0.642
Cl 0.607 -7.937 0.686  0.597
H -2.099 -8.647 -0.105  0.074
H -2.055 -10.416 -0.010  0.073
H 0.129 -9.667 -0.822  0.074
H 0.353 -10.282 0.824  0.073
Cl -1.704 5.936 -2.343  0.545
C -1.652 6.418 -0.629  -0.650
C -1.782 5.226 0.306  -0.657
Cl -3.410 4.504 0.252  0.544
H -2.445 7.153 -0.458  0.069
H -0.689 6.912 -0.468  0.073
H -1.612 5.543 1.339  0.076
H -1.055 4.444 0.066  0.039
Cl 6.084 3.316 1.817  0.628
C 7.407 3.212 0.629  -0.626
C 7.441 1.863 -0.074  -0.625
Cl 7.925 0.545 1.023  0.620
H 8.347 3.419 1.148  0.073
H 7.239 4.007 -0.103  0.076
H 8.175 1.885 -0.885  0.075
H 6.468 1.607 -0.503  0.072

## Properties
* highest occupied orbital energy: -9.6771 eV
* E_tot: -239378.74011 eV
* strongest force on any atom: 8.8 eV/Å
* spin multiplicity: 1
* gap between HOMO and LUMO: 9.84 eV
* molecular weight: 1031.36 g/mol
* total charge: 0

---

Computed, not measured: C25H51BNO13Ti as an isolated structure in a non-equilibrium geometry, with ωB97M-V/def2-TZVPD.

Last column: Löwdin spin population.
Positions of all 92 atoms, in Å:
Ti -1.934 4.420 4.347  2.852
O 0.474 2.559 0.377  0.002
C -0.356 1.787 0.814  0.000
O -0.823 0.698 0.287  0.000
B -1.917 0.075 1.018  0.001
O -1.986 0.948 2.213  0.009
C -1.137 1.973 2.116  0.012
O -1.093 2.907 2.931  0.103
O -1.629 -1.333 1.360  0.000
C -2.549 -2.138 0.827  0.000
O -2.505 -3.360 0.782  0.000
C -3.431 -1.250 -0.053  0.000
O -3.154 0.028 0.219  0.000
O -4.240 -1.703 -0.869  0.000
C -3.268 4.159 0.497  0.009
C -4.271 3.143 -0.075  0.001
C -3.809 2.604 -1.454  0.000
O -4.460 2.116 0.882  0.002
H -2.443 3.603 0.940  0.003
H -3.843 4.745 1.216  0.006
H -2.853 4.802 -0.281  0.000
H -5.221 3.673 -0.206  0.000
H -4.395 3.189 -2.172  0.000
H -4.013 1.546 -1.593  0.000
H -2.797 2.920 -1.706  0.000
H -4.184 1.270 0.514  0.000
C 2.887 -4.522 1.254  0.000
C 1.589 -3.676 1.477  0.000
C 1.790 -2.214 1.789  0.000
O 0.834 -3.848 0.271  0.000
H 3.555 -3.755 0.856  0.000
H 2.699 -5.317 0.543  0.000
H 3.208 -5.003 2.177  0.000
H 1.002 -4.152 2.272  0.000
H 2.676 -2.086 2.424  0.000
H 0.900 -1.780 2.240  0.000
H 2.066 -1.619 0.912  0.000
H -0.110 -3.858 0.459  0.000
C -0.645 -1.208 -2.626  0.000
C -1.571 -2.330 -3.062  0.000
C -2.008 -2.168 -4.512  0.000
O -0.803 -3.559 -2.896  0.000
H -0.017 -0.788 -3.412  0.000
H -0.016 -1.428 -1.767  0.000
H -1.353 -0.418 -2.344  0.000
H -2.426 -2.499 -2.404  0.000
H -2.428 -3.099 -4.885  0.000
H -1.233 -1.752 -5.153  0.000
H -2.787 -1.396 -4.462  0.000
H -1.424 -4.277 -2.742  0.000
C -7.053 -5.870 0.104  0.000
C -6.783 -4.490 -0.477  0.000
C -8.050 -3.672 -0.632  0.000
O -5.928 -3.795 0.431  0.000
H -7.731 -6.495 -0.478  0.000
H -7.406 -5.840 1.137  0.000
H -6.121 -6.444 0.148  0.000
H -6.346 -4.701 -1.460  0.000
H -8.326 -3.208 0.318  0.000
H -8.920 -4.237 -0.972  0.000
H -7.858 -2.804 -1.271  0.000
H -5.621 -3.018 -0.063  0.000
C 5.183 3.318 2.587  0.000
C 5.643 2.247 1.600  0.000
C 4.645 1.102 1.508  0.000
C 3.357 1.483 0.842  0.000
C 3.658 1.989 -0.583  0.000
C 4.722 3.082 -0.710  0.000
N 5.793 2.847 0.250  0.000
O 6.860 3.686 0.133  0.000
C 5.418 2.916 -2.105  0.000
C 4.100 4.475 -0.472  0.000
C 7.043 1.725 1.963  0.000
H 5.916 4.124 2.692  0.000
H 4.873 3.032 3.589  0.000
H 4.348 3.911 2.201  0.000
H 5.062 0.262 0.941  0.000
H 4.504 0.706 2.516  0.000
H 2.708 2.251 1.271  0.000
H 2.692 0.632 0.700  0.000
H 2.748 2.423 -1.006  0.000
H 3.852 1.125 -1.225  0.000
H 4.546 2.874 -2.756  0.000
H 6.136 3.690 -2.373  0.000
H 6.015 2.005 -2.186  0.000
H 3.444 4.425 0.391  0.000
H 4.938 5.162 -0.333  0.000
H 3.568 4.806 -1.360  0.000
H 7.067 0.930 2.711  0.000
H 7.819 2.416 2.282  0.000
H 7.389 1.170 1.081  0.000
H 7.552 3.128 -0.271  0.000

## Properties
* ΔE to the lowest compared entry with this formula, charge and spin: 59.2 kcal per mole
* highest occupied orbital energy (spin up / spin down): -7.6021 / -7.6021 eV
* E_tot: -78650.16188 eV
* strongest force on any atom: 3.4 eV/Å
* spin multiplicity: 4
* gap between HOMO and LUMO (spin up / spin down): 5.59 / 5.83 eV
* molecular weight: 632.36 g/mol
* total charge: 0
* <S²>: 3.751